1.
This record from OMol25 describes one molecule with the formula C12H8 in a non-equilibrium geometry. The level of theory is ωB97M-V/def2-TZVPD.

Last column: natural (NBO) charge in e.
CARTESIAN COORDINATES (ANGSTROEM)
C (-2.4713, -3.2853, 2.1559)  -0.2547
C (-1.7373, -2.4745, 1.6700)  -0.0024
C (-0.9571, -1.3992, 0.9177)  -0.1130
C (-1.3012, -1.5760, -0.4346)  -0.1701
C (-0.7554, -0.6880, -1.4302)  -0.2076
C (0.0425, 0.3690, -0.9009)  -0.0334
C (0.7107, 1.3771, -1.8659)  -0.1824
C (1.6610, 2.2987, -1.4448)  -0.2346
C (2.0848, 2.3703, -0.0451)  -0.1990
C (1.3458, 1.6390, 0.8613)  -0.2111
C (0.4677, 0.5523, 0.5099)  -0.0410
C (-0.1721, -0.3780, 1.3943)  -0.1639
H (-3.1876, -4.1041, 2.3391)  0.2488
H (-1.9249, -2.4703, -0.6910)  0.2350
H (-0.6042, -0.8232, -2.5634)  0.2370
H (0.2886, 1.4461, -2.9121)  0.2143
H (1.9549, 3.0804, -2.1628)  0.2221
H (2.8921, 3.0878, 0.3583)  0.2314
H (1.4963, 1.4134, 1.8928)  0.2142
H (0.1667, -0.4355, 2.3515)  0.2101

Properties
charge = 0
HOMO-LUMO gap = 8.6 eV
HOMO energy = -8.49 eV



2.
This record from OMol25 describes an isolated ion of composition C3H4NS and charge +1 in a non-equilibrium geometry. The level of theory is ωB97M-V/def2-TZVPD.

Last column: natural (NBO) charge in e.
CARTESIAN COORDINATES (ANGSTROEM)
C (0.0241, 1.1699, 0.0331)  0.1787
C (1.9154, 1.0324, 0.0461)  -0.0617
C (-0.1060, -1.0604, 0.0327)  -0.3530
N (-0.8487, 0.1574, 0.1974)  -0.4908
S (1.7875, -0.6884, 0.1114)  0.4682
H (-0.2363, 2.2263, -0.2098)  0.2454
H (-0.2473, -1.8046, 0.7669)  0.2581
H (-0.4015, -1.3109, -1.0194)  0.2670
H (-1.8871, 0.2783, 0.0417)  0.4882

Properties
charge = +1
HOMO-LUMO gap = 9.1 eV
HOMO energy = -15.51 eV



3.
This record from OMol25 describes one molecule with the formula C4H6O2. The level of theory is ωB97M-V/def2-TZVPD.

Last column: natural (NBO) charge in e.
CARTESIAN COORDINATES (ANGSTROEM)
O (-1.7733, 0.8517, -0.0915)  -0.6862
C (-1.0006, -0.2547, -0.3934)  0.1205
C (0.2252, -0.0930, -1.1762)  -0.4068
C (0.3304, -0.5477, 0.2877)  -0.4074
C (1.1982, 0.3782, 1.0692)  0.4266
O (1.7140, 1.3679, 0.6029)  -0.5229
H (-2.0006, 0.7732, 0.8406)  0.4726
H (-1.5508, -1.1755, -0.5905)  0.1749
H (0.5058, -0.7359, -2.0008)  0.2227
H (0.5152, 0.9539, -1.2830)  0.2572
H (0.3807, -1.5840, 0.6358)  0.2325
H (1.4557, 0.0659, 2.0991)  0.1163

Properties
charge = 0
HOMO-LUMO gap = 10.6 eV
HOMO energy = -9.98 eV



4.
This record from OMol25 describes C27H27CsF18N6O3PS as an isolated structure in a non-equilibrium geometry. The level of theory is ωB97M-V/def2-TZVPD.

Last column: Mulliken spin population.
CARTESIAN COORDINATES (ANGSTROEM)
Cs (-0.5105, -0.0614, -1.2082)  0.0260
C (-3.0043, -6.6579, 3.0385)  -0.0029
C (-2.6952, -5.6112, 1.9964)  0.0459
C (-2.7234, -5.8972, 0.6388)  -0.0303
C (-2.4494, -4.9176, -0.2894)  0.0818
C (-2.1385, -3.5874, 0.0709)  0.0123
N (-2.0908, -2.6402, -0.9068)  0.4962
C (-1.3336, -2.7938, -1.9916)  -0.0680
C (-0.1195, -3.5335, -1.9446)  0.1958
C (0.7514, -3.5521, -3.0058)  -0.0762
C (0.4317, -2.8696, -4.1773)  0.1709
C (1.3898, -2.7933, -5.3335)  -0.0101
C (-0.7822, -2.1719, -4.2454)  -0.0518
C (-1.6631, -2.0782, -3.1868)  0.1365
C (-2.8989, -1.1290, -3.1892)  -0.0161
O (-2.7919, -0.1063, -2.3815)  0.0233
C (-3.1481, -0.5598, -4.6468)  0.0059
F (-3.3377, -1.4992, -5.6149)  0.0000
F (-4.2229, 0.2434, -4.6892)  0.0003
F (-2.1182, 0.2091, -5.0525)  0.0000
C (-4.2084, -2.0355, -2.8852)  0.0053
F (-3.9863, -3.3698, -3.0527)  0.0010
F (-4.6568, -1.8552, -1.6482)  0.0000
F (-5.2648, -1.7675, -3.6978)  0.0007
C (-2.0676, -3.3182, 1.4561)  0.0284
C (-2.3634, -4.3135, 2.3731)  -0.0295
C (-1.6040, -1.9005, 1.9090)  0.0107
O (-0.9504, -1.2108, 0.9867)  0.0084
C (-2.8899, -1.1476, 2.3834)  0.0030
F (-3.7649, -1.0367, 1.3815)  -0.0007
F (-3.5453, -1.7607, 3.4012)  0.0001
F (-2.6201, 0.1049, 2.8112)  0.0005
C (-0.6267, -2.0378, 3.1468)  0.0026
F (0.4050, -2.8334, 2.8162)  0.0011
F (-0.1088, -0.8427, 3.4775)  0.0009
F (-1.1315, -2.5323, 4.3109)  0.0003
H (-3.1801, -7.6292, 2.5761)  0.0000
H (-3.8951, -6.3757, 3.6048)  0.0033
H (-2.1774, -6.7550, 3.7448)  0.0025
H (-2.9717, -6.8982, 0.3002)  0.0012
H (-2.5227, -5.1338, -1.3491)  0.0005
H (0.1404, -4.0140, -1.0102)  0.0024
H (1.7017, -4.0663, -2.9200)  -0.0009
H (2.1317, -3.5903, -5.2881)  0.0014
H (1.9086, -1.8317, -5.3073)  0.0171
H (0.8571, -2.8588, -6.2836)  0.0063
H (-0.9870, -1.6709, -5.1766)  -0.0028
H (-2.3269, -4.0932, 3.4303)  0.0014
C (3.2485, 2.5486, 1.5035)  0.0001
C (3.8325, 1.1965, 1.6762)  -0.0002
N (5.0412, 0.9408, 2.0783)  0.0000
N (5.1123, -0.4261, 2.0226)  0.0000
C (3.9846, -1.0209, 1.5685)  -0.0002
S (3.6785, -2.6360, 1.3822)  0.0002
N (3.1588, 0.0472, 1.3893)  0.0001
N (1.8917, -0.0217, 0.8309)  -0.0020
H (3.9572, 3.2813, 1.8794)  0.0000
H (2.2944, 2.6328, 2.0261)  0.0000
H (3.0511, 2.7360, 0.4440)  0.0000
H (5.9514, -0.9113, 2.2744)  0.0000
H (1.3954, -0.8559, 1.1447)  -0.0003
H (1.3570, 0.7848, 1.1479)  0.0004
F (1.4277, 0.9918, -2.6308)  -0.0032
P (2.6091, 2.0957, -2.7684)  0.0000
F (3.7979, 3.2034, -2.9277)  0.0000
F (1.5195, 3.1814, -3.2861)  0.0000
F (2.8672, 1.6197, -4.2956)  0.0001
F (2.3619, 2.5963, -1.2437)  -0.0002
F (3.6781, 1.0099, -2.2380)  -0.0001
C (-2.5495, 5.0990, 1.2848)  0.0000
N (-1.3875, 4.2959, 1.6205)  0.0000
C (-0.6227, 4.6010, 2.8183)  0.0000
C (-0.9597, 3.2303, 0.8795)  -0.0002
C (-1.7582, 2.8382, -0.3363)  -0.0011
O (0.0457, 2.6224, 1.2177)  0.0000
H (-2.5769, 5.9663, 1.9411)  0.0000
H (-3.4805, 4.5413, 1.4188)  0.0000
H (-2.5035, 5.4625, 0.2586)  0.0000
H (-1.1582, 5.3362, 3.4153)  0.0000
H (0.3643, 4.9934, 2.5607)  0.0000
H (-0.4767, 3.6960, 3.4077)  0.0000
H (-2.7425, 3.2872, -0.4179)  0.0004
H (-1.8702, 1.7578, -0.2904)  0.0018
H (-1.1767, 3.0674, -1.2331)  -0.0003

Properties
charge = -2
HOMO-LUMO gap (alpha / beta) = 6.5 / 6.5 eV
2S+1 = 2
expectation value of S² = 0.79
HOMO energy (alpha / beta) = -2.79 / -3.08 eV



Record order is preserved below.
Relative energy (zero: lowest compared OMol25 entry of this formula, charge and spin): 328.1; 388.0; 194.9; 151.5 kJ/mol
Record order is preserved below.
M: 152.20; 86.14; 86.09; 1021.46 Da